Record 1
{"formula": "C26H17N5O5SeW", "method": "ωB97M-V with the def2-TZVPD basis set", "total_charge": 0, "e_homo_ev": [-7.5, -8.0], "s2": 2.017, "spin_multiplicity": 3, "energy_ha": -4119.59041, "fmax_ha_per_bohr": 0.009, "species": ["W", "O", "C", "C", "C", "N", "C", "C", "C", "O", "O", "C", "O", "O", "H", "H", "H", "C", "C", "C", "C", "N", "C", "C", "C", "C", "C", "C", "N", "H", "H", "H", "H", "H", "H", "H", "H", "Se", "C", "N", "C", "C", "C", "C", "C", "C", "C", "C", "N", "H", "H", "H", "H", "H", "H"], "coordinates": [[-0.125, -0.420, -0.091], [1.343, 2.204, -5.515], [1.080, 1.691, -4.300], [0.440, 2.436, -3.300], [0.205, 1.815, -2.096], [0.518, 0.533, -1.922], [1.261, -0.134, -2.800], [1.550, 0.403, -4.032], [1.896, -1.340, -2.126], [2.641, -2.078, -2.717], [1.618, -1.345, -0.850], [-0.190, 2.467, -0.784], [-0.655, 3.583, -0.746], [0.096, 1.693, 0.228], [1.021, 3.110, -5.577], [0.190, 3.481, -3.427], [2.162, -0.138, -4.739], [-3.771, 0.350, -2.547], [-4.721, 0.806, -1.648], [-4.369, 0.968, -0.321], [-3.069, 0.681, 0.069], [-2.147, 0.255, -0.807], [-2.499, 0.082, -2.089], [-2.589, 0.777, 1.451], [-3.284, 1.461, 2.436], [-2.743, 1.552, 3.703], [-1.517, 0.959, 3.942], [-0.885, 0.289, 2.914], [-1.404, 0.177, 1.683], [-4.003, 0.182, -3.588], [-5.732, 1.015, -1.970], [-5.101, 1.290, 0.402], [-1.742, -0.306, -2.756], [-4.222, 1.943, 2.207], [-3.264, 2.091, 4.483], [-1.037, 1.013, 4.908], [0.076, -0.168, 3.080], [-1.726, -3.709, -3.366], [-1.240, -2.802, -1.925], [-0.944, -2.129, -1.011], [0.577, -1.883, 1.409], [1.972, -1.703, 1.922], [2.485, -0.452, 2.272], [3.775, -0.310, 2.755], [4.590, -1.430, 2.884], [4.108, -2.683, 2.512], [2.817, -2.809, 2.036], [5.927, -1.287, 3.385], [6.998, -1.167, 3.787], [-0.136, -1.959, 2.234], [0.523, -2.834, 0.879], [1.888, 0.445, 2.126], [4.157, 0.667, 3.017], [4.750, -3.550, 2.590], [2.453, -3.783, 1.736]], "mulliken_charge": [2.06, -0.52, 1.02, -0.63, 0.40, -0.08, 0.41, -0.83, 0.09, -0.69, -0.53, 0.07, -0.70, -0.61, 0.31, 0.45, 0.55, -1.12, -0.54, -1.05, 0.78, 0.32, -0.08, 1.18, -1.27, -0.51, -1.24, 0.07, -0.06, 0.45, 0.43, 0.38, 0.55, 0.34, 0.44, 0.47, 0.49, -0.19, 0.20, -0.69, -2.54, 1.62, 0.44, -1.23, 0.53, -0.81, -0.64, -0.02, -0.53, 0.85, 0.60, 0.30, 0.45, 0.45, 0.43]}

=====

Record 2
{"formula": "C26H18Br2F4NO2PReS", "method": "ωB97M-V with the def2-TZVPD basis set", "total_charge": 0, "e_homo_ev": [-7.2, -7.5], "s2": 0.757, "spin_multiplicity": 2, "energy_ha": -7572.12457, "fmax_ha_per_bohr": 0.011, "species": ["Re", "F", "C", "C", "F", "C", "F", "C", "P", "C", "C", "C", "C", "C", "C", "C", "C", "C", "C", "C", "C", "C", "Br", "C", "F", "H", "H", "H", "H", "H", "H", "H", "H", "H", "H", "N", "C", "C", "O", "O", "H", "H", "H", "H", "Br", "C", "C", "C", "C", "C", "C", "H", "H", "H", "H", "S"], "coordinates": [[1.163, 1.578, -0.804], [-2.968, 1.419, 5.857], [-2.351, 1.177, 4.706], [-2.706, 0.088, 3.929], [-3.672, -0.736, 4.329], [-2.039, -0.138, 2.733], [-2.430, -1.227, 2.060], [-1.033, 0.694, 2.245], [-0.296, 0.260, 0.585], [-1.810, -0.222, -0.300], [-2.904, 0.638, -0.251], [-4.052, 0.348, -0.963], [-4.123, -0.811, -1.725], [-3.036, -1.666, -1.780], [-1.877, -1.372, -1.077], [0.672, -1.205, 1.056], [0.223, -2.520, 1.029], [1.080, -3.551, 1.377], [2.387, -3.282, 1.758], [2.841, -1.973, 1.793], [1.987, -0.942, 1.442], [-0.677, 1.763, 3.063], [0.738, 2.956, 2.701], [-1.327, 2.006, 4.266], [-0.993, 3.035, 5.046], [-2.860, 1.551, 0.332], [-4.892, 1.026, -0.925], [-5.022, -1.041, -2.278], [-3.072, -2.561, -2.385], [-1.027, -2.035, -1.162], [-0.789, -2.748, 0.727], [0.725, -4.571, 1.344], [3.050, -4.092, 2.022], [3.858, -1.753, 2.086], [2.346, 0.084, 1.477], [2.250, 3.323, 0.238], [3.230, 3.844, -0.718], [3.767, 2.706, -1.576], [4.850, 2.726, -2.095], [2.903, 1.708, -1.747], [1.549, 4.016, 0.480], [2.710, 3.030, 1.097], [4.065, 4.359, -0.238], [2.725, 4.549, -1.383], [0.271, -3.406, -5.358], [0.522, -2.009, -4.096], [-0.153, -0.811, -4.255], [0.013, 0.193, -3.317], [0.832, 0.038, -2.189], [1.529, -1.172, -2.101], [1.383, -2.193, -3.031], [-0.811, -0.668, -5.100], [-0.547, 1.110, -3.448], [2.215, -1.352, -1.281], [1.928, -3.119, -2.923], [-0.348, 2.953, -1.272]], "mulliken_charge": [1.34, -0.29, 0.63, 0.29, -0.28, 0.24, -0.40, 0.27, 0.13, 1.15, -1.01, -0.80, -0.58, -1.11, -0.63, 1.08, -0.26, -0.89, -0.56, -0.70, -0.40, -0.44, -0.04, 0.32, -0.31, 0.48, 0.45, 0.41, 0.47, 0.47, 0.46, 0.44, 0.41, 0.46, 0.19, -0.79, -0.58, 0.64, -0.64, -0.70, 0.36, 0.29, 0.37, 0.30, -0.22, 0.06, -0.57, -0.35, 0.44, -0.19, -0.63, 0.46, 0.36, 0.39, 0.46, -0.42]}

=====

Record 3
{"formula": "C26H18Cl3CrN4O9S", "method": "ωB97M-V with the def2-TZVPD basis set", "total_charge": 0, "e_homo_ev": [-7.5, -7.6], "s2": 3.792, "spin_multiplicity": 4, "energy_ha": -4721.07017, "fmax_ha_per_bohr": 0.067, "species": ["Cr", "O", "C", "O", "C", "C", "C", "C", "C", "N", "C", "O", "O", "H", "H", "H", "H", "Cl", "C", "C", "C", "Cl", "C", "O", "C", "Cl", "C", "H", "H", "C", "C", "C", "C", "N", "C", "S", "N", "C", "H", "H", "H", "H", "H", "H", "H", "H", "O", "C", "O", "C", "C", "C", "C", "C", "C", "N", "O", "O", "H", "H", "H", "H"], "coordinates": [[-0.259, -0.599, 1.295], [0.619, 4.019, 1.131], [-0.251, 3.027, 1.420], [-1.190, 2.751, 0.671], [0.172, 2.282, 2.627], [0.702, 3.015, 3.687], [0.868, 2.401, 4.935], [0.618, 1.048, 5.031], [-0.024, 0.440, 3.944], [-0.208, 1.001, 2.749], [-0.414, -1.046, 4.037], [-0.158, -1.588, 5.100], [-0.862, -1.596, 2.965], [0.327, 4.481, 0.304], [1.031, 4.038, 3.486], [1.097, 3.003, 5.827], [0.817, 0.412, 5.887], [2.469, -7.037, 2.111], [2.042, -5.372, 2.099], [1.173, -4.859, 1.163], [0.897, -3.508, 1.175], [-0.208, -2.895, 0.028], [1.613, -2.616, 2.025], [1.575, -1.351, 1.868], [2.389, -3.210, 3.134], [3.243, -2.246, 4.273], [2.589, -4.563, 3.080], [0.763, -5.558, 0.390], [3.233, -5.001, 3.803], [-2.576, -0.281, -4.266], [-3.411, -0.461, -3.037], [-4.763, -0.664, -3.004], [-5.383, -0.882, -1.743], [-4.656, -0.863, -0.618], [-3.383, -0.504, -0.622], [-2.530, -0.205, 0.904], [-2.745, -0.342, -1.816], [-6.864, -1.230, -1.558], [-3.138, -0.430, -5.200], [-1.751, -1.002, -4.316], [-2.152, 0.725, -4.256], [-5.275, -0.754, -3.946], [-1.708, -0.033, -1.813], [-7.125, -2.158, -2.088], [-7.433, -0.422, -2.035], [-7.124, -1.346, -0.504], [-0.373, 0.604, -1.915], [0.676, 0.740, -1.248], [0.867, 0.440, -0.026], [1.875, 1.385, -1.930], [1.763, 1.851, -3.236], [2.848, 2.404, -3.908], [4.063, 2.540, -3.215], [4.203, 2.035, -1.932], [3.106, 1.502, -1.277], [5.166, 3.354, -3.639], [4.988, 4.018, -4.660], [6.225, 3.206, -3.055], [0.787, 1.767, -3.717], [2.794, 2.821, -4.933], [5.185, 2.085, -1.429], [3.178, 1.229, -0.207]], "mulliken_charge": [0.55, -0.49, -0.06, -0.52, 0.84, -0.73, -0.49, -0.97, 0.95, 0.41, 0.37, -0.68, -0.45, 0.38, 0.47, 0.41, 0.55, -0.24, 0.38, -0.59, 0.79, -0.29, -0.02, -0.44, 0.13, -0.20, -0.58, 0.33, 0.46, -1.36, 1.08, -1.01, 0.73, -0.51, 0.33, -0.35, 0.20, -1.11, 0.38, 0.32, 0.26, 0.42, 0.26, 0.30, 0.32, 0.31, -0.88, 0.26, -0.20, 0.17, -0.06, -0.77, 0.12, -0.34, -0.51, 0.98, -0.60, -0.59, 0.39, 0.42, 0.43, 0.34]}

=====

Record 4
{"formula": "C26H19FN2O3Ru", "method": "ωB97M-V with the def2-TZVPD basis set", "total_charge": -1, "e_homo_ev": [-4.5, -3.7], "s2": 1.039, "spin_multiplicity": 2, "energy_ha": -1532.13185, "fmax_ha_per_bohr": 0.017, "species": ["Ru", "C", "C", "C", "O", "C", "O", "O", "H", "H", "H", "H", "H", "H", "H", "N", "C", "C", "C", "C", "C", "C", "C", "C", "C", "H", "H", "H", "H", "F", "C", "C", "C", "C", "C", "C", "H", "H", "H", "H", "N", "C", "C", "C", "C", "C", "C", "C", "H", "H", "H", "H"], "coordinates": [[0.518, -0.531, -0.341], [-2.959, -0.501, 0.989], [-2.307, 0.651, 0.243], [-3.085, 1.948, 0.385], [-1.004, 0.826, 0.854], [-2.189, 0.257, -1.268], [-3.221, 0.279, -1.924], [-1.025, -0.067, -1.701], [-3.126, -0.225, 2.033], [-2.313, -1.380, 0.953], [-3.910, -0.743, 0.518], [-3.216, 2.192, 1.441], [-4.056, 1.845, -0.095], [-2.556, 2.771, -0.107], [-0.661, 1.692, 0.592], [-2.664, 7.448, -0.705], [-1.940, 6.554, -0.659], [-1.040, 5.454, -0.601], [-0.735, 4.721, -1.758], [0.143, 3.666, -1.705], [0.753, 3.292, -0.488], [0.430, 4.032, 0.672], [-0.447, 5.091, 0.615], [1.639, 2.206, -0.423], [2.126, 1.085, -0.287], [-1.202, 4.992, -2.696], [0.366, 3.097, -2.597], [0.885, 3.753, 1.614], [-0.685, 5.649, 1.511], [-0.501, -6.447, 1.023], [-0.281, -5.137, 0.733], [-0.128, -4.238, 1.770], [0.091, -2.903, 1.461], [0.183, -2.448, 0.139], [0.001, -3.400, -0.869], [-0.229, -4.741, -0.586], [-0.186, -4.584, 2.794], [0.198, -2.194, 2.276], [0.030, -3.083, -1.906], [-0.366, -5.474, -1.371], [4.269, -5.341, 0.235], [3.906, -4.251, 0.131], [3.475, -2.904, 0.017], [3.293, -2.121, 1.177], [2.869, -0.821, 1.083], [2.645, -0.223, -0.202], [2.794, -1.042, -1.371], [3.217, -2.353, -1.242], [3.467, -2.566, 2.148], [2.739, -0.216, 1.969], [2.661, -0.599, -2.348], [3.335, -2.969, -2.124]], "mulliken_charge": [0.39, -1.61, 1.89, -1.59, -0.72, 0.33, -0.72, -0.75, 0.37, 0.25, 0.37, 0.36, 0.40, 0.28, 0.29, -0.57, 0.05, 0.52, -0.82, -0.18, 0.28, 0.09, -0.76, -0.55, 0.10, 0.42, 0.47, 0.45, 0.43, -0.38, 0.51, -0.67, -0.27, 0.42, -0.36, -0.74, 0.40, 0.37, 0.41, 0.38, -0.62, 0.11, 0.66, -0.82, -0.42, -0.04, -0.14, -0.99, 0.42, 0.44, 0.41, 0.44]}

=====

> Which formula does entry 2 have?

C26H18Br2F4NO2PReS

=====

Please write out number 4 again, unchanged.
{"formula": "C26H19FN2O3Ru", "method": "ωB97M-V with the def2-TZVPD basis set", "total_charge": -1, "e_homo_ev": [-4.5, -3.7], "s2": 1.039, "spin_multiplicity": 2, "energy_ha": -1532.13185, "fmax_ha_per_bohr": 0.017, "species": ["Ru", "C", "C", "C", "O", "C", "O", "O", "H", "H", "H", "H", "H", "H", "H", "N", "C", "C", "C", "C", "C", "C", "C", "C", "C", "H", "H", "H", "H", "F", "C", "C", "C", "C", "C", "C", "H", "H", "H", "H", "N", "C", "C", "C", "C", "C", "C", "C", "H", "H", "H", "H"], "coordinates": [[0.518, -0.531, -0.341], [-2.959, -0.501, 0.989], [-2.307, 0.651, 0.243], [-3.085, 1.948, 0.385], [-1.004, 0.826, 0.854], [-2.189, 0.257, -1.268], [-3.221, 0.279, -1.924], [-1.025, -0.067, -1.701], [-3.126, -0.225, 2.033], [-2.313, -1.380, 0.953], [-3.910, -0.743, 0.518], [-3.216, 2.192, 1.441], [-4.056, 1.845, -0.095], [-2.556, 2.771, -0.107], [-0.661, 1.692, 0.592], [-2.664, 7.448, -0.705], [-1.940, 6.554, -0.659], [-1.040, 5.454, -0.601], [-0.735, 4.721, -1.758], [0.143, 3.666, -1.705], [0.753, 3.292, -0.488], [0.430, 4.032, 0.672], [-0.447, 5.091, 0.615], [1.639, 2.206, -0.423], [2.126, 1.085, -0.287], [-1.202, 4.992, -2.696], [0.366, 3.097, -2.597], [0.885, 3.753, 1.614], [-0.685, 5.649, 1.511], [-0.501, -6.447, 1.023], [-0.281, -5.137, 0.733], [-0.128, -4.238, 1.770], [0.091, -2.903, 1.461], [0.183, -2.448, 0.139], [0.001, -3.400, -0.869], [-0.229, -4.741, -0.586], [-0.186, -4.584, 2.794], [0.198, -2.194, 2.276], [0.030, -3.083, -1.906], [-0.366, -5.474, -1.371], [4.269, -5.341, 0.235], [3.906, -4.251, 0.131], [3.475, -2.904, 0.017], [3.293, -2.121, 1.177], [2.869, -0.821, 1.083], [2.645, -0.223, -0.202], [2.794, -1.042, -1.371], [3.217, -2.353, -1.242], [3.467, -2.566, 2.148], [2.739, -0.216, 1.969], [2.661, -0.599, -2.348], [3.335, -2.969, -2.124]], "mulliken_charge": [0.39, -1.61, 1.89, -1.59, -0.72, 0.33, -0.72, -0.75, 0.37, 0.25, 0.37, 0.36, 0.40, 0.28, 0.29, -0.57, 0.05, 0.52, -0.82, -0.18, 0.28, 0.09, -0.76, -0.55, 0.10, 0.42, 0.47, 0.45, 0.43, -0.38, 0.51, -0.67, -0.27, 0.42, -0.36, -0.74, 0.40, 0.37, 0.41, 0.38, -0.62, 0.11, 0.66, -0.82, -0.42, -0.04, -0.14, -0.99, 0.42, 0.44, 0.41, 0.44]}

=====

Please write out number 4 again, unchanged.
{"formula": "C26H19FN2O3Ru", "method": "ωB97M-V with the def2-TZVPD basis set", "total_charge": -1, "e_homo_ev": [-4.5, -3.7], "s2": 1.039, "spin_multiplicity": 2, "energy_ha": -1532.13185, "fmax_ha_per_bohr": 0.017, "species": ["Ru", "C", "C", "C", "O", "C", "O", "O", "H", "H", "H", "H", "H", "H", "H", "N", "C", "C", "C", "C", "C", "C", "C", "C", "C", "H", "H", "H", "H", "F", "C", "C", "C", "C", "C", "C", "H", "H", "H", "H", "N", "C", "C", "C", "C", "C", "C", "C", "H", "H", "H", "H"], "coordinates": [[0.518, -0.531, -0.341], [-2.959, -0.501, 0.989], [-2.307, 0.651, 0.243], [-3.085, 1.948, 0.385], [-1.004, 0.826, 0.854], [-2.189, 0.257, -1.268], [-3.221, 0.279, -1.924], [-1.025, -0.067, -1.701], [-3.126, -0.225, 2.033], [-2.313, -1.380, 0.953], [-3.910, -0.743, 0.518], [-3.216, 2.192, 1.441], [-4.056, 1.845, -0.095], [-2.556, 2.771, -0.107], [-0.661, 1.692, 0.592], [-2.664, 7.448, -0.705], [-1.940, 6.554, -0.659], [-1.040, 5.454, -0.601], [-0.735, 4.721, -1.758], [0.143, 3.666, -1.705], [0.753, 3.292, -0.488], [0.430, 4.032, 0.672], [-0.447, 5.091, 0.615], [1.639, 2.206, -0.423], [2.126, 1.085, -0.287], [-1.202, 4.992, -2.696], [0.366, 3.097, -2.597], [0.885, 3.753, 1.614], [-0.685, 5.649, 1.511], [-0.501, -6.447, 1.023], [-0.281, -5.137, 0.733], [-0.128, -4.238, 1.770], [0.091, -2.903, 1.461], [0.183, -2.448, 0.139], [0.001, -3.400, -0.869], [-0.229, -4.741, -0.586], [-0.186, -4.584, 2.794], [0.198, -2.194, 2.276], [0.030, -3.083, -1.906], [-0.366, -5.474, -1.371], [4.269, -5.341, 0.235], [3.906, -4.251, 0.131], [3.475, -2.904, 0.017], [3.293, -2.121, 1.177], [2.869, -0.821, 1.083], [2.645, -0.223, -0.202], [2.794, -1.042, -1.371], [3.217, -2.353, -1.242], [3.467, -2.566, 2.148], [2.739, -0.216, 1.969], [2.661, -0.599, -2.348], [3.335, -2.969, -2.124]], "mulliken_charge": [0.39, -1.61, 1.89, -1.59, -0.72, 0.33, -0.72, -0.75, 0.37, 0.25, 0.37, 0.36, 0.40, 0.28, 0.29, -0.57, 0.05, 0.52, -0.82, -0.18, 0.28, 0.09, -0.76, -0.55, 0.10, 0.42, 0.47, 0.45, 0.43, -0.38, 0.51, -0.67, -0.27, 0.42, -0.36, -0.74, 0.40, 0.37, 0.41, 0.38, -0.62, 0.11, 0.66, -0.82, -0.42, -0.04, -0.14, -0.99, 0.42, 0.44, 0.41, 0.44]}